Entry 1:
Computed, not measured: the molecule CH2ClF2N3 at a distorted geometry, with wB97M-V/def2-TZVPD.

XYZ file:
```
9
Properties=species:S:1:pos:R:3:forces:R:3
H 0.61609 -1.57016 -1.18220 -0.785 0.350 0.604
N -0.19337 -1.06867 -0.75812 1.445 -0.112 -0.299
C 0.14477 0.08153 -0.37215 -3.202 2.138 0.771
N -0.81578 1.07824 0.01955 3.563 0.876 0.376
Cl -2.40313 0.53343 0.10167 0.121 0.674 0.299
N 1.44439 0.64058 -0.52459 0.828 0.709 -1.850
F 1.72724 1.87154 0.09584 -0.952 -0.769 0.317
F 2.29198 -0.21762 0.04926 1.153 -0.731 0.828
H -0.37960 2.02999 0.43879 -2.171 -3.136 -1.046
```
Positions in Å, forces in eV/Å.

Net charge: 0
Highest occupied orbital energy (eV): -9.69
Relative energy (zero: lowest compared OMol25 entry of this formula, charge and spin) (kJ/mol): 483.8
DFT total energy (eV): -23491.3381
Kohn-Sham gap (eV): 10.117
M (g/mol): 129.50


Entry 2:
Computed, not measured: a cluster of 2 separate species, CH2ClFO2 in total at a distorted geometry, with wB97M-V/def2-TZVPD.

XYZ file:
```
7
Properties=species:S:1:pos:R:3:forces:R:3
O 0.26341 0.33591 1.07672 0.470 0.041 -0.027
C -0.53284 -0.35265 0.52499 -1.659 -0.715 1.212
O -0.75177 -0.64776 -0.71371 0.308 0.240 -1.514
Cl -1.83975 -1.19794 1.34304 0.216 0.031 0.906
H -0.29695 -0.04138 -1.30589 0.783 0.301 -0.345
F 1.66028 1.09782 -0.92720 -0.161 -0.648 1.583
H 1.49762 0.80601 0.00205 0.043 0.750 -1.815
```
Positions in Å, forces in eV/Å.

Net charge: 0
Highest occupied orbital energy (eV): -11.88
Relative energy (zero: lowest compared OMol25 entry of this formula, charge and spin) (kJ/mol): 0.0
DFT total energy (eV): -20404.7463
Kohn-Sham gap (eV): 12.309
M (g/mol): 100.48


Entry 3:
Computed, not measured: a cluster of 2 separate species, CH2ClI3Si in total at a distorted geometry, with wB97M-V/def2-TZVPD.

XYZ file:
```
8
Properties=species:S:1:pos:R:3:forces:R:3
C -0.24870 -0.50027 0.01749 0.493 -3.516 -1.184
Si -0.73759 1.26462 0.16012 -0.143 1.183 -1.235
Cl 0.76007 -0.86859 1.49465 -0.200 -0.167 -0.066
I 1.12010 2.83602 -0.31805 -0.273 -0.437 0.281
I 1.90864 -2.43126 -2.61607 0.111 -0.094 -0.093
I -2.04053 1.84466 2.11097 0.145 -0.153 0.185
H 0.43995 -0.95353 -0.87546 -1.916 1.815 1.908
H -1.20195 -1.19164 0.02635 1.783 1.369 0.205
```
Positions in Å, forces in eV/Å.

Net charge: 0
Highest occupied orbital energy (alpha / beta) (eV): -9.79 / -7.60
Relative energy (zero: lowest compared OMol25 entry of this formula, charge and spin) (kJ/mol): 346.6
DFT total energy (eV): -45771.0691
Kohn-Sham gap (alpha / beta) (eV): 8.416 / 3.903
M (g/mol): 458.28


Entry 4:
Computed, not measured: the molecule CH2ClIOS at a distorted geometry, with wB97M-V/def2-TZVPD.

XYZ file:
```
7
Properties=species:S:1:pos:R:3:forces:R:3
C 0.00025 -0.65046 1.18736 -1.181 0.793 -0.395
O -0.02287 3.99933 -0.44464 0.640 0.128 -0.402
S -0.91871 3.90644 0.68393 -1.475 0.451 -0.349
Cl -2.72967 3.10801 -0.04891 0.377 0.409 0.253
I -0.34401 1.36009 1.85465 0.572 -2.186 0.403
H 0.44452 -0.49160 0.19598 0.025 -0.663 0.472
H -0.83088 -1.40930 1.28830 1.042 1.068 0.018
```
Positions in Å, forces in eV/Å.

Net charge: 0
Highest occupied orbital energy (alpha / beta) (eV): -8.80 / -8.96
Relative energy (zero: lowest compared OMol25 entry of this formula, charge and spin) (kJ/mol): 243.0
DFT total energy (eV): -34571.6184
Kohn-Sham gap (alpha / beta) (eV): 7.815 / 7.209
M (g/mol): 224.45


Entry 5:
Computed, not measured: a cluster of 2 separate species, CH2ClN in total at a distorted geometry, with wB97M-V/def2-TZVPD.

XYZ file:
```
5
Properties=species:S:1:pos:R:3:forces:R:3
C -0.75649 1.20515 -0.19933 -0.933 -1.044 0.067
N -1.39512 0.21950 -0.13012 1.680 3.781 -0.305
Cl 1.92190 -0.94565 0.05567 0.346 -2.941 -0.605
H 1.81718 0.22728 0.31080 -0.294 2.901 0.602
H -1.58747 -0.70627 -0.03702 -0.799 -2.697 0.240
```
Positions in Å, forces in eV/Å.

Net charge: 0
Highest occupied orbital energy (eV): -11.77
Relative energy (zero: lowest compared OMol25 entry of this formula, charge and spin) (kJ/mol): 70.8
DFT total energy (eV): -15080.4989
Kohn-Sham gap (eV): 12.993
M (g/mol): 63.49


Entry 6:
Computed, not measured: the ion CH2ClN2O2 with charge -1 at a distorted geometry, with wB97M-V/def2-TZVPD.

XYZ file:
```
8
Properties=species:S:1:pos:R:3:forces:R:3
O 2.41478 0.66194 0.28927 1.102 0.033 0.308
N 1.30563 0.29040 -0.11320 0.101 0.610 -0.804
O 1.14020 0.02571 -1.33392 -0.178 -0.343 -0.516
N 0.35619 0.27975 0.73308 -3.067 -0.953 0.689
C -0.96242 -0.14690 0.12634 3.826 -2.151 -2.315
Cl -2.06346 -0.76719 1.31868 -0.541 -0.508 1.066
H -0.73601 -1.04851 -0.74684 -0.883 2.748 2.412
H -1.45491 0.70481 -0.27342 -0.361 0.565 -0.840
```
Positions in Å, forces in eV/Å.

Net charge: -1
Highest occupied orbital energy (eV): -4.30
Relative energy (zero: lowest compared OMol25 entry of this formula, charge and spin) (kJ/mol): 114.4
DFT total energy (eV): -20664.7395
Kohn-Sham gap (eV): 7.967
M (g/mol): 109.49


Entry 7:
Computed, not measured: the molecule CH2ClN3S at a distorted geometry, with wB97M-V/def2-TZVPD.

XYZ file:
```
8
Properties=species:S:1:pos:R:3:forces:R:3
N -1.52223 -0.39420 0.20678 -1.170 0.791 -2.548
N -0.35308 0.26288 0.47525 1.397 0.971 1.966
Cl -0.39091 1.99865 -0.09320 -0.111 0.287 -0.243
N 0.68039 -0.33328 -0.14015 6.832 -2.033 -0.504
C 1.98093 -0.48747 -0.00970 -7.713 1.156 -0.238
S 3.46205 -0.88640 -0.13562 0.487 0.029 -0.018
H -2.25171 0.26195 0.57266 0.627 -1.076 -0.450
H -1.60544 -0.42213 -0.87602 -0.349 -0.123 2.035
```
Positions in Å, forces in eV/Å.

Net charge: 0
Highest occupied orbital energy (eV): -8.89
Relative energy (zero: lowest compared OMol25 entry of this formula, charge and spin) (kJ/mol): 117.6
DFT total energy (eV): -28893.3192
Kohn-Sham gap (eV): 8.502
M (g/mol): 123.57


Entry 8:
Computed, not measured: a cluster of 2 separate species, CH2ClNO2 in total at a distorted geometry, with wB97M-V/def2-TZVPD.

XYZ file:
```
7
Properties=species:S:1:pos:R:3:forces:R:3
O 0.13177 -1.47229 -1.54561 0.034 -0.722 0.216
C 0.97509 -0.66206 -1.43920 1.560 0.328 0.432
Cl 0.72676 0.97581 -1.94384 -0.045 0.755 -0.232
H 2.04803 -0.74055 -1.02340 -1.509 -0.343 -0.465
N -0.56229 -0.72675 1.55948 -1.642 -0.551 0.036
O -0.29835 0.38924 1.26371 0.593 0.668 -0.126
H 0.27369 -1.26074 1.84434 1.008 -0.134 0.139
```
Positions in Å, forces in eV/Å.

Net charge: 0
Highest occupied orbital energy (eV): -9.59
Relative energy (zero: lowest compared OMol25 entry of this formula, charge and spin) (kJ/mol): 265.4
DFT total energy (eV): -19173.6688
Kohn-Sham gap (eV): 9.282
M (g/mol): 95.48


Entry 9:
Computed, not measured: a cluster of 3 separate species, CH2ClNO2S in total at a distorted geometry, with wB97M-V/def2-TZVPD.

XYZ file:
```
8
Properties=species:S:1:pos:R:3:forces:R:3
C -2.74960 0.78124 -0.16058 -2.078 -1.168 0.609
N -1.90298 1.14316 0.52474 -0.112 0.143 -0.731
O 1.03761 0.30470 1.07709 -1.696 0.921 1.015
O 1.72711 2.41499 1.92230 -1.720 -0.161 0.493
S 0.61678 1.47609 1.84952 3.331 -0.589 -1.329
Cl 3.39818 -1.58374 0.62444 1.690 -1.336 -0.270
H -3.73616 0.29961 -0.45985 2.005 1.041 0.012
H 2.42764 -0.84006 0.78111 -1.419 1.148 0.202
```
Positions in Å, forces in eV/Å.

Net charge: 0
Highest occupied orbital energy (eV): -11.03
Relative energy (zero: lowest compared OMol25 entry of this formula, charge and spin) (kJ/mol): 146.6
DFT total energy (eV): -30010.6895
Kohn-Sham gap (eV): 9.691
M (g/mol): 127.55


Entry 10:
Computed, not measured: the molecule CH2ClNOS at a distorted geometry, with wB97M-V/def2-TZVPD.

XYZ file:
```
7
Properties=species:S:1:pos:R:3:forces:R:3
C -0.75938 -0.24812 -0.39220 -0.610 -1.151 -1.076
N 1.64176 1.15383 1.48086 -0.313 -0.185 -0.581
O 0.54706 -0.00223 -0.78097 0.671 0.809 -0.024
S 1.80723 0.61687 0.14909 0.399 0.265 0.277
Cl -0.73374 -1.10550 1.19215 -0.671 0.510 -0.096
H -1.04629 -1.04520 -1.10841 -0.366 0.591 0.494
H -1.45663 0.63035 -0.54052 0.891 -0.839 1.008
```
Positions in Å, forces in eV/Å.

Net charge: 0
Highest occupied orbital energy (eV): -10.17
Relative energy (zero: lowest compared OMol25 entry of this formula, charge and spin) (kJ/mol): 201.3
DFT total energy (eV): -27962.2893
Kohn-Sham gap (eV): 9.663
M (g/mol): 111.55


Question: What is the net charge in the tenth record?
Answer: 0